# 1
7 unconnected molecules or ions with the total composition C22H48Br6N4, computed with ωB97M-V/def2-TZVPD.

Last column: Löwdin charge in e.
Element x y z (Å)
C (3.27, 2.14, -6.56)  -0.089
C (2.52, 0.82, -6.29)  -0.264
N (2.47, 0.49, -4.86)  -0.182
C (3.80, 0.05, -4.36)  -0.251
C (3.78, 0.04, -2.85)  -0.107
C (1.45, -0.58, -4.65)  -0.247
C (0.07, 0.04, -4.35)  -0.076
H (2.87, 2.85, -5.83)  0.073
H (3.10, 2.62, -7.52)  0.067
H (4.34, 2.11, -6.33)  0.055
H (1.48, 1.02, -6.54)  0.103
H (2.89, 0.02, -6.93)  0.111
H (4.03, -0.89, -4.86)  0.114
H (4.60, 0.70, -4.73)  0.104
H (2.87, -0.35, -2.40)  0.030
H (4.66, -0.53, -2.57)  0.046
H (4.04, 1.02, -2.46)  0.081
H (1.76, -1.25, -3.85)  0.092
H (1.40, -1.30, -5.47)  0.110
H (0.07, 0.60, -3.42)  0.053
H (-0.64, -0.76, -4.11)  0.059
H (-0.38, 0.56, -5.20)  0.068
C (-3.61, 0.26, 0.47)  -0.077
C (-3.35, 1.82, 0.46)  -0.205
N (-2.93, 2.32, 1.79)  -0.172
C (-3.75, 1.98, 2.92)  -0.287
C (-4.98, 2.84, 3.14)  -0.093
C (-2.58, 3.77, 1.75)  -0.264
C (-1.33, 4.07, 0.97)  -0.096
H (-2.70, -0.29, 0.69)  0.044
H (-3.91, -0.08, -0.52)  0.049
H (-4.36, 0.00, 1.21)  0.060
H (-2.59, 2.05, -0.28)  0.094
H (-4.24, 2.36, 0.15)  0.106
H (-4.06, 0.94, 3.05)  0.093
H (-3.17, 2.13, 3.84)  0.103
H (-5.45, 2.63, 4.11)  0.073
H (-4.68, 3.88, 3.26)  0.061
H (-5.77, 2.71, 2.40)  0.074
H (-2.45, 4.16, 2.76)  0.115
H (-3.35, 4.38, 1.28)  0.108
H (-1.06, 5.11, 1.11)  0.073
H (-1.41, 3.95, -0.11)  0.070
H (-0.48, 3.55, 1.41)  0.052
Br (4.01, -2.59, -0.33)  0.624
C (4.03, -2.08, 1.57)  -0.692
C (4.65, -0.69, 1.74)  -0.627
Br (4.13, -0.09, 3.57)  0.586
H (4.56, -2.90, 2.05)  0.054
H (2.98, -2.06, 1.87)  0.009
H (4.33, -0.04, 0.93)  0.044
H (5.73, -0.82, 1.65)  0.057
Br (-2.62, -2.14, 4.49)  0.599
C (-0.95, -2.41, 5.48)  -0.713
C (0.08, -3.08, 4.68)  -0.729
Br (1.77, -3.16, 5.69)  0.605
H (-1.15, -3.03, 6.35)  0.060
H (-0.64, -1.40, 5.75)  0.042
H (0.25, -2.50, 3.77)  0.011
H (-0.15, -4.13, 4.51)  0.010
Br (-1.33, -5.16, 2.04)  0.619
C (-1.43, -4.56, 0.13)  -0.648
C (-2.70, -3.74, 0.05)  -0.643
Br (-2.83, -2.91, -1.79)  0.556
H (-1.63, -5.37, -0.57)  0.057
H (-0.45, -4.14, -0.08)  0.036
H (-2.72, -2.91, 0.76)  0.026
H (-3.59, -4.36, 0.18)  0.058
C (0.05, 0.80, 3.39)  -0.061
C (1.01, 1.32, 2.37)  -0.285
N (1.77, 1.75, 1.60)  0.139
H (0.53, 0.27, 4.21)  0.068
H (-0.68, 0.17, 2.88)  0.047
H (-0.49, 1.63, 3.83)  0.076
C (0.22, -0.28, -0.80)  -0.036
C (0.26, -1.19, 0.42)  -0.227
N (0.26, -1.91, 1.30)  0.182
H (0.77, -0.70, -1.64)  0.048
H (0.51, 0.76, -0.61)  0.071
H (-0.82, -0.34, -1.14)  0.048

Values from the calculation:
- Energy relative to the best compared isomer or geometry (same formula, charge and spin): 6.38 kcal per mole
- Molecular weight: 848.078 g/mol
- HOMO level: -8.433 eV
- LUMO level: 0.30 eV
- Electronic energy: -16530.08565 Ha
- SMILES: CCN(CC)CC.CCN(CC)CC.BrCCBr.BrCCBr.BrCCBr.CC#N.CC#N


# 2
A molecular structure, C22H48BrCl20NOPS, computed with ωB97M-V/def2-TZVPD.

Last column: Löwdin charge in e.
Element x y z (Å)
C (-1.85, 1.40, 1.01)  -0.145
N (-2.09, 2.75, 0.51)  -0.178
C (-0.90, 3.40, 0.01)  -0.464
S (0.07, 4.10, 1.42)  0.743
P (1.45, 2.67, 2.31)  0.313
O (1.49, 1.25, 1.42)  -0.409
Br (0.52, 2.04, 4.30)  0.277
H (-1.23, 0.77, 0.33)  0.049
H (-1.25, 1.50, 1.94)  0.029
H (-2.79, 0.89, 1.29)  0.101
H (-2.86, 2.80, -0.15)  0.106
H (-1.23, 4.25, -0.63)  0.112
H (-0.23, 2.75, -0.61)  0.075
H (-0.88, 4.35, 2.39)  0.013
H (1.05, 1.34, 0.56)  0.002
Cl (4.18, 4.52, 6.16)  0.548
C (3.96, 6.04, 5.26)  -0.647
C (2.54, 6.23, 4.79)  -0.617
Cl (2.10, 5.04, 3.52)  0.492
H (4.66, 6.04, 4.43)  0.071
H (4.23, 6.85, 5.93)  0.081
H (2.42, 7.22, 4.36)  0.084
H (1.82, 6.12, 5.61)  -0.035
Cl (-1.83, -1.62, -4.63)  0.552
C (-2.14, -1.75, -2.88)  -0.655
C (-2.81, -0.51, -2.33)  -0.630
Cl (-1.73, 0.91, -2.34)  0.585
H (-1.19, -1.94, -2.38)  0.069
H (-2.79, -2.61, -2.73)  0.078
H (-3.10, -0.67, -1.29)  0.070
H (-3.71, -0.25, -2.89)  0.073
Cl (-1.76, -4.74, -10.21)  0.543
C (-2.08, -4.87, -8.46)  -0.695
C (-2.75, -3.64, -7.90)  -0.633
Cl (-1.66, -2.22, -7.91)  0.554
H (-1.13, -5.07, -7.96)  0.050
H (-2.72, -5.74, -8.32)  0.026
H (-3.04, -3.81, -6.87)  0.064
H (-3.64, -3.38, -8.47)  0.070
Cl (1.11, 5.88, 7.77)  0.612
C (-0.26, 4.75, 7.94)  -0.626
C (0.02, 3.66, 8.95)  -0.645
Cl (1.27, 2.53, 8.37)  0.559
H (-0.49, 4.34, 6.96)  0.059
H (-1.12, 5.34, 8.27)  0.080
H (-0.89, 3.08, 9.11)  0.011
H (0.35, 4.07, 9.90)  0.077
Cl (-0.87, -8.08, -7.48)  0.558
C (-1.32, -9.46, -8.52)  -0.651
C (-1.75, -9.02, -9.90)  -0.649
Cl (-3.30, -8.14, -9.89)  0.553
H (-2.11, -10.02, -8.02)  0.069
H (-0.44, -10.10, -8.59)  0.073
H (-1.88, -9.89, -10.54)  0.074
H (-1.00, -8.37, -10.36)  0.069
Cl (-2.93, 1.86, 8.05)  0.564
C (-1.80, 0.50, 8.34)  -0.661
C (-1.78, -0.48, 7.20)  -0.656
Cl (-3.30, -1.40, 7.03)  0.530
H (-2.08, 0.03, 9.27)  -0.002
H (-0.81, 0.94, 8.47)  0.012
H (-0.98, -1.21, 7.35)  0.077
H (-1.60, 0.03, 6.25)  0.045
Cl (3.54, 3.36, -0.53)  0.541
C (4.70, 2.04, -0.22)  -0.628
C (4.67, 1.00, -1.32)  -0.699
Cl (3.15, 0.08, -1.32)  0.547
H (4.48, 1.61, 0.75)  0.067
H (5.69, 2.50, -0.17)  0.081
H (5.48, 0.29, -1.17)  0.008
H (4.79, 1.45, -2.30)  0.040
Cl (-3.89, -0.63, -10.87)  0.539
C (-2.87, 0.39, -9.82)  -0.700
C (-2.56, 1.73, -10.44)  -0.669
Cl (-1.48, 1.58, -11.85)  0.540
H (-1.96, -0.17, -9.59)  0.010
H (-3.43, 0.53, -8.89)  0.069
H (-2.05, 2.36, -9.72)  0.069
H (-3.47, 2.24, -10.77)  0.066
Cl (7.40, -0.03, -2.69)  0.592
C (6.89, -1.40, -3.70)  -0.629
C (6.43, -0.96, -5.07)  -0.649
Cl (4.90, -0.04, -4.99)  0.555
H (6.10, -1.94, -3.17)  0.073
H (7.74, -2.07, -3.79)  0.076
H (6.24, -1.83, -5.69)  0.076
H (7.17, -0.34, -5.56)  0.071
Cl (-0.29, -0.81, 12.37)  0.536
C (-1.96, -1.28, 12.76)  -0.661
C (-2.38, -2.54, 12.03)  -0.641
Cl (-2.52, -2.27, 10.27)  0.579
H (-2.61, -0.44, 12.51)  0.068
H (-2.01, -1.45, 13.83)  0.074
H (-3.35, -2.86, 12.38)  0.076
H (-1.67, -3.35, 12.19)  0.071

Values from the calculation:
- Molecular weight: 1194.637 g/mol
- HOMO level: -11.558 eV
- Net charge: +1
- LUMO level: -3.62 eV
- Electronic energy: -13514.23447 Ha


# 3
4 unconnected molecules or ions with the total composition C22H48BrNO14S, computed with ωB97M-V/def2-TZVPD.

Last column: Löwdin charge in e.
Element x y z (Å)
O (-4.57, -3.78, 3.32)  0.052
N (-4.72, -2.68, 2.79)  0.005
O (-3.48, -2.19, 2.63)  -0.137
C (-2.82, -2.76, 1.42)  -0.287
C (-1.33, -3.33, 1.82)  -0.146
C (-0.53, -2.06, 2.54)  -0.180
S (-0.84, -0.41, 1.66)  0.810
O (-0.84, 0.67, 2.81)  -0.366
O (0.32, -0.04, 0.68)  -0.373
O (-2.37, -0.33, 0.91)  -0.305
C (-2.74, -1.60, 0.26)  -0.617
Br (-1.64, -2.09, -1.34)  0.729
H (-3.44, -3.66, 0.95)  0.174
H (-1.43, -4.15, 2.68)  0.144
H (-0.72, -3.76, 0.89)  0.116
H (-1.03, -1.96, 3.62)  0.135
H (0.61, -2.30, 2.68)  0.132
H (-3.86, -1.46, -0.14)  0.149
C (-0.55, -5.58, -7.22)  -0.111
O (-1.54, -4.64, -7.59)  -0.203
C (-2.71, -4.69, -6.79)  -0.181
C (-3.11, -3.30, -6.26)  -0.170
O (-2.20, -2.68, -5.35)  -0.138
C (-0.91, -2.31, -5.87)  -0.167
C (-0.89, -1.24, -6.96)  -0.184
O (-1.51, -1.69, -8.16)  -0.205
C (-2.46, -0.79, -8.70)  -0.108
H (-0.69, -6.51, -7.77)  0.086
H (0.43, -5.17, -7.48)  0.088
H (-0.55, -5.78, -6.14)  0.086
H (-2.59, -5.37, -5.95)  0.118
H (-3.52, -5.06, -7.43)  0.124
H (-4.04, -3.43, -5.70)  0.126
H (-3.36, -2.62, -7.07)  0.102
H (-0.36, -3.20, -6.18)  0.101
H (-0.36, -1.91, -5.01)  0.122
H (0.15, -1.00, -7.21)  0.127
H (-1.38, -0.34, -6.58)  0.119
H (-3.01, -0.25, -7.91)  0.086
H (-3.18, -1.36, -9.28)  0.088
H (-1.95, -0.07, -9.35)  0.088
C (6.82, -0.12, 6.36)  -0.112
O (6.15, -0.49, 5.17)  -0.202
C (5.84, -1.88, 5.09)  -0.182
C (4.37, -2.12, 4.73)  -0.174
O (3.40, -1.69, 5.69)  -0.127
C (3.29, -0.28, 5.93)  -0.166
C (2.82, 0.57, 4.75)  -0.178
O (3.77, 0.58, 3.69)  -0.200
C (3.20, 0.31, 2.41)  -0.098
H (7.90, -0.19, 6.22)  0.085
H (6.56, 0.92, 6.58)  0.089
H (6.51, -0.73, 7.22)  0.087
H (6.08, -2.39, 6.02)  0.119
H (6.47, -2.30, 4.29)  0.123
H (4.23, -3.21, 4.65)  0.124
H (4.12, -1.73, 3.74)  0.101
H (4.22, 0.10, 6.35)  0.100
H (2.55, -0.18, 6.72)  0.126
H (2.71, 1.61, 5.08)  0.128
H (1.85, 0.21, 4.41)  0.111
H (2.38, -0.41, 2.46)  0.058
H (3.98, -0.11, 1.78)  0.091
H (2.85, 1.25, 1.96)  0.094
C (-2.16, 7.69, 1.80)  -0.114
O (-1.99, 6.70, 0.80)  -0.203
C (-0.82, 6.89, -0.01)  -0.183
C (0.03, 5.61, -0.10)  -0.171
O (0.62, 5.15, 1.12)  -0.122
C (-0.27, 4.70, 2.14)  -0.160
C (-1.11, 3.45, 1.82)  -0.194
O (-2.05, 3.71, 0.79)  -0.194
C (-2.05, 2.73, -0.25)  -0.101
H (-2.75, 8.52, 1.41)  0.084
H (-2.70, 7.24, 2.64)  0.088
H (-1.20, 8.06, 2.18)  0.086
H (-0.20, 7.71, 0.38)  0.118
H (-1.17, 7.16, -1.01)  0.122
H (0.87, 5.84, -0.77)  0.125
H (-0.52, 4.81, -0.59)  0.102
H (-0.90, 5.51, 2.49)  0.099
H (0.37, 4.44, 2.99)  0.127
H (-1.69, 3.17, 2.71)  0.123
H (-0.45, 2.63, 1.56)  0.092
H (-1.05, 2.34, -0.44)  0.088
H (-2.41, 3.20, -1.16)  0.088
H (-2.73, 1.91, 0.03)  0.072

Values from the calculation:
- Molecular weight: 662.590 g/mol
- HOMO level: -8.526 eV
- LUMO level: -1.35 eV
- Electronic energy: -4946.87409 Ha
- SMILES: O=NO[C@@H]1CCS(=O)(=O)O[C@H]1Br.COCCOCCOC.COCCOCCOC.COCCOCCOC


Question: Which of these has the highest HOMO level?
Answer: C22H48Br6N4


Question: HOMO level of number 2 (C22H48BrCl20NOPS)?
Answer: -11.558 eV